This record from the Open Molecules 2025 dataset describes C53H45AsN3O7P2RbS3 as an isolated structure. The level of theory is ωB97M-V/def2-TZVPD.

Results
LUMO = 3.32 eV
molar mass = 1154.5 g mol⁻¹
orbital gap = 6.21 eV
total charge = -2
HOMO energy = -2.8890 eV

The geometry in XYZ format:
```
115
Properties=species:S:1:pos:R:3:forces:R:3:lowdin_charge:R:1
Rb -4.07034 0.73017 -0.79825 -0.012 0.704 0.342 0.796
C -6.48474 6.57775 -1.71334 -0.129 -0.413 -0.370 -0.492
S -6.66049 6.08164 -0.01748 -0.351 0.357 1.000 0.766
C -5.44319 4.83636 0.37628 0.163 -1.073 -1.558 -1.164
S -4.33271 4.29952 -0.84199 -0.124 0.467 0.317 0.398
N -5.74001 4.32983 1.52430 0.480 -0.684 1.291 -0.145
N -4.96421 3.20901 1.89670 0.019 0.002 -0.179 -0.006
C -5.29847 2.68782 3.01583 -0.343 0.281 -0.292 -0.111
C -4.74499 1.39245 3.56006 0.202 0.602 0.005 -0.236
C -5.43883 0.74736 4.59295 -0.402 0.121 -0.701 -0.054
C -5.02498 -0.50185 5.00705 1.483 -0.553 -0.255 -0.078
C -3.84091 -1.05878 4.48792 -1.928 2.247 -0.487 -0.046
C -3.19186 -0.27542 3.52452 1.966 -1.504 0.274 -0.153
N -3.58402 0.88990 3.07356 -1.090 0.969 -0.003 0.128
H -5.45386 6.72352 -1.98261 0.428 -0.243 -0.205 -0.004
H -6.96479 7.54177 -1.76118 -0.329 0.406 -0.015 0.005
H -7.00653 5.89062 -2.39557 0.425 0.152 0.148 0.034
H -6.11863 3.20894 3.54625 0.270 -0.555 0.175 0.107
H -6.38772 1.12031 4.97197 0.239 0.279 -0.112 0.101
H -5.58288 -1.03981 5.74614 -0.326 -0.217 0.300 0.089
H -3.55217 -2.03761 4.72017 0.679 -1.103 0.262 0.080
H -2.20008 -0.65545 3.15689 -1.135 0.358 0.058 0.113
C 6.80515 2.80651 -0.42413 0.834 1.173 1.088 -0.030
C 6.23728 1.47215 -0.03921 0.372 -0.204 -0.358 -0.490
C 7.33913 0.46992 0.18136 0.440 -1.159 -0.107 -0.018
C 5.51877 1.61691 1.24168 -1.675 1.108 2.414 -0.078
C 6.11742 2.31705 2.33047 0.168 -1.076 -1.511 -0.031
C 5.47402 2.46598 3.52554 0.693 0.901 0.238 -0.126
C 4.19381 2.06706 3.69130 -1.919 -1.804 -0.378 -0.118
C 3.48565 1.40668 2.63855 0.130 1.080 0.921 -0.279
P 1.68465 1.21992 3.05747 0.224 0.441 -0.079 1.108
C 0.87172 2.47796 1.96682 -0.441 0.656 -1.081 -0.346
C 1.50177 3.45109 1.10646 0.331 -0.069 1.969 -0.096
C 0.73769 4.46271 0.51920 -1.118 0.050 -1.588 -0.098
C -0.68707 4.35960 0.50058 1.253 -1.945 1.992 -0.076
C -1.32831 3.37616 1.31415 0.062 1.641 -1.203 -0.070
C -0.54355 2.51755 2.07326 0.528 -0.057 -0.421 -0.135
C 1.26831 -0.44641 2.43508 -0.619 0.910 -0.899 -0.417
C 2.08272 -1.46432 2.84139 1.680 -0.875 0.785 -0.155
C 1.91216 -2.74823 2.33898 -0.740 -1.597 -0.157 -0.084
C 0.85360 -3.03750 1.41484 0.433 0.332 1.055 -0.080
C -0.01412 -2.01138 1.08647 -0.485 -0.065 -0.341 -0.118
C 0.20867 -0.73458 1.59552 -1.088 1.159 -0.304 -0.127
C 4.15407 1.21624 1.42256 1.382 0.474 0.012 -0.172
O 3.44677 0.68990 0.39074 0.085 -0.494 0.046 0.035
C 4.06008 0.49473 -0.81738 0.100 0.456 -1.243 -0.172
C 3.28688 -0.09783 -1.83720 0.945 0.197 -1.393 -0.271
C 3.74347 -0.09922 -3.19057 0.144 0.784 2.672 -0.040
C 4.97481 0.51557 -3.48573 -0.691 -1.714 -1.357 -0.083
C 5.79123 0.91597 -2.46454 -1.364 0.003 1.869 -0.038
C 5.34454 0.96206 -1.11564 -0.775 -0.464 -1.058 -0.090
P 1.71081 -0.84391 -1.38680 -0.762 -1.177 0.200 1.168
C 0.49490 0.00342 -2.44072 -0.536 -0.155 0.096 -0.349
C 0.13817 -0.20526 -3.77735 1.526 -0.418 -0.275 -0.100
C -0.76374 0.60792 -4.41461 -0.033 0.005 -0.468 -0.089
C -1.43596 1.57053 -3.70224 -1.110 0.246 0.283 -0.088
C -1.22059 1.70596 -2.35357 0.320 -0.118 0.964 -0.103
C -0.25032 0.91935 -1.71370 -0.386 0.999 -1.693 -0.101
C 1.85999 -2.59600 -2.04783 1.318 1.684 0.743 -0.334
C 3.01189 -3.31199 -1.67717 -0.100 -0.128 -0.002 -0.103
C 3.07026 -4.68247 -1.92605 0.482 1.263 0.123 -0.118
C 2.00393 -5.28597 -2.55658 -0.568 -2.268 -0.800 -0.123
C 0.83899 -4.59553 -2.90104 0.943 -0.221 -0.748 -0.071
C 0.82639 -3.22415 -2.68655 -1.597 -0.637 -0.543 -0.096
H 7.37739 3.25656 0.40934 -0.124 -0.349 -0.426 0.080
H 6.04150 3.52258 -0.63333 -0.772 0.402 -0.273 0.096
H 7.46804 2.78787 -1.25301 0.578 -0.280 -0.915 0.071
H 8.12488 0.86077 0.79644 0.467 0.267 0.497 0.080
H 7.77744 0.08881 -0.72736 0.271 0.297 -0.660 0.081
H 6.95837 -0.43913 0.63513 -0.235 -0.044 0.403 0.101
H 7.12880 2.72871 2.26074 -0.345 -0.321 -0.167 0.107
H 5.96495 3.01657 4.29876 0.299 0.133 0.526 0.094
H 3.70376 2.13116 4.67194 0.087 0.232 -0.562 0.092
H 2.61715 3.56485 1.14348 -1.106 -0.360 -0.311 0.105
H 1.21325 5.26597 -0.11586 -0.387 -0.998 0.897 0.106
H -1.37368 4.94356 -0.04110 -0.267 1.136 -0.808 0.052
H -2.45466 3.43748 1.27571 1.277 -0.659 0.419 0.076
H -1.05467 1.82390 2.71187 -0.149 -0.312 0.390 0.071
H 2.90782 -1.21191 3.55901 -0.723 -0.560 -0.657 0.109
H 2.48135 -3.61259 2.77099 -0.269 1.006 -0.623 0.100
H 0.59922 -4.03552 1.02689 0.590 0.404 0.354 0.113
H -0.86488 -2.21173 0.40855 0.521 0.284 0.521 0.102
H -0.47009 0.11664 1.33534 0.541 -1.057 -0.007 0.101
H 3.03890 -0.59540 -3.83249 0.312 0.113 -0.852 0.092
H 5.35666 0.45357 -4.51946 -0.185 0.277 0.591 0.104
H 6.78501 1.19421 -2.65014 1.187 0.536 -0.386 0.090
H 0.68034 -0.96489 -4.35183 -0.278 0.206 0.146 0.106
H -0.97056 0.54299 -5.47314 0.053 -0.420 -0.066 0.105
H -2.25462 2.11501 -4.16317 0.244 0.185 -0.091 0.113
H -1.81311 2.39281 -1.74794 0.195 0.081 -0.219 0.072
H -0.02016 1.13690 -0.71242 0.177 -0.017 1.356 0.070
H 3.89125 -2.81685 -1.22554 -0.722 -0.158 -0.151 0.109
H 4.00610 -5.16758 -1.66345 -0.296 -0.408 -0.159 0.092
H 2.09642 -6.36425 -2.87435 -0.164 1.135 0.578 0.106
H 0.04340 -5.06532 -3.51302 0.529 0.254 0.745 0.110
H -0.05609 -2.71914 -3.07748 0.147 0.339 0.459 0.089
O -5.63648 -3.53031 1.87283 -0.870 -0.369 -0.563 -0.279
As -4.25118 -2.86681 0.97982 -0.019 -0.289 -0.653 0.817
O -4.70351 -1.38896 0.45944 -0.052 0.182 0.418 -0.674
O -3.00059 -3.15778 2.00964 0.189 0.086 -0.141 -0.492
C -4.13176 -4.03715 -0.63920 1.332 0.297 -0.135 -0.194
C -4.32249 -5.39845 -0.43716 -0.790 0.481 0.797 -0.133
C -3.87231 -6.38762 -1.28667 -0.220 -0.653 -0.014 -0.119
C -3.14234 -6.01773 -2.38947 -0.355 2.483 -0.599 -0.085
C -2.99647 -4.62802 -2.72655 -0.776 -1.448 1.368 -0.071
C -3.46104 -3.65527 -1.84167 0.158 0.368 0.013 -0.198
S -3.10812 -1.94349 -2.51343 -0.045 -1.806 1.023 0.377
O -2.17973 -1.28913 -1.59096 0.215 -0.496 -0.445 -0.410
O -2.63829 -2.28593 -3.83657 1.233 0.516 -0.565 -0.359
O -4.37083 -1.28336 -2.57297 -1.816 0.950 -0.172 -0.450
H -5.37335 -3.64095 2.78226 0.400 -0.072 0.385 0.004
H -4.90304 -5.68138 0.43472 0.142 -0.054 0.121 0.092
H -4.16687 -7.43245 -1.06923 0.519 0.615 -0.224 0.102
H -2.77916 -6.69656 -3.10035 0.451 -1.175 -0.746 0.068
H -2.61155 -4.25744 -3.66756 0.276 -0.479 0.124 0.084
```
Forces are in eV/Å.